1.
C57H49BrN4O2P2RuSSi as an isolated structure. Source: OMol25; level of theory: ωB97M-V/def2-TZVPD.

Last column: Mulliken charge in e.
Cartesian coordinates (Å):
Ru 0.0821 -0.3746 0.3950  -1.241
O -0.3593 3.3138 -4.1146  -0.576
C 0.7484 2.5901 -4.4666  0.990
C 1.3571 2.7558 -5.6997  -0.845
C 2.4835 2.0209 -6.0209  -0.710
C 3.0047 1.1184 -5.1120  -1.418
C 2.4076 0.9635 -3.8714  0.285
C 1.2762 1.6882 -3.5418  -0.651
C 0.6629 1.6339 -2.1467  -0.738
O 1.3277 0.8462 -1.2965  0.685
N -0.7619 1.2944 -2.2676  -0.085
N -1.3832 0.7563 -1.2223  1.512
C -2.7045 0.9225 -1.1237  -0.971
C -3.4906 0.2747 -0.2126  -0.136
Br -2.5769 -1.0345 0.9063  0.091
C -4.8824 0.3812 0.0395  -1.019
C -5.6648 1.5417 0.0869  0.873
C -7.0669 1.4013 0.2668  -0.660
C -7.8806 2.5001 0.3713  -0.557
C -7.3360 3.7813 0.3281  -0.401
C -5.9633 3.9442 0.1623  -0.761
C -5.1364 2.8555 0.0295  -0.162
H -0.5480 3.9716 -4.7962  0.350
H 0.9544 3.4735 -6.4000  0.326
H 2.9566 2.1638 -6.9796  0.441
H 3.8822 0.5424 -5.3619  0.488
H 2.8180 0.2925 -3.1305  0.364
H 0.6598 2.7079 -1.7973  0.105
H -1.2830 1.9859 -2.8086  0.499
H -3.2058 1.5894 -1.8281  0.712
H -5.3767 -0.5410 0.3208  0.363
H -7.4859 0.4069 0.3077  0.366
H -8.9476 2.3736 0.4773  0.389
H -7.9749 4.6443 0.4323  0.394
H -5.5465 4.9399 0.1396  0.414
H -4.0702 2.9931 -0.0658  0.388
C 3.7898 -0.1078 0.4293  -1.251
Si 2.2942 -1.2926 0.6720  2.923
C 2.4056 -1.9089 2.4817  0.351
C 3.2601 -2.9010 2.9347  -0.619
C 3.3489 -3.1963 4.2839  -0.829
C 2.5946 -2.4843 5.2042  -0.975
C 1.7359 -1.4889 4.7734  -0.230
C 1.6359 -1.2162 3.4128  -1.018
P 0.5074 0.0765 2.7883  1.914
C 1.3401 1.5891 3.3847  1.078
C 0.6415 2.7849 3.5524  -0.686
C 1.3143 3.9493 3.8823  -1.068
C 2.6914 3.9413 4.0321  -0.740
C 3.3913 2.7530 3.8919  -0.942
C 2.7220 1.5848 3.5716  -0.997
C -0.8731 -0.2555 3.9435  0.747
C -1.4188 -1.5360 3.8276  -0.987
C -2.4074 -1.9582 4.6924  -0.939
C -2.8466 -1.1140 5.7005  -0.745
C -2.3027 0.1514 5.8276  -0.805
C -1.3214 0.5886 4.9515  -0.301
C 2.6169 -2.7571 -0.5109  0.048
C 3.7993 -3.4827 -0.5781  -0.600
C 3.9212 -4.5582 -1.4409  -1.017
C 2.8540 -4.9339 -2.2444  -0.893
C 1.6793 -4.2085 -2.2090  -0.078
C 1.5744 -3.1132 -1.3569  -0.902
P 0.0932 -2.0595 -1.3850  2.635
C -1.1582 -3.3843 -1.2077  0.681
C -2.0780 -3.7803 -2.1694  -0.536
C -2.8662 -4.8982 -1.9488  -0.730
C -2.7145 -5.6406 -0.7908  -0.708
C -1.8229 -5.2263 0.1879  -0.767
C -1.0623 -4.0921 -0.0091  -0.387
C 0.0188 -1.6195 -3.1529  1.186
C 1.1053 -1.8018 -4.0028  -0.898
C 0.9910 -1.5052 -5.3491  -0.678
C -0.1957 -1.0083 -5.8594  -0.916
C -1.2742 -0.8005 -5.0153  -0.907
C -1.1670 -1.0995 -3.6695  -0.832
H 4.7113 -0.6787 0.4085  0.720
H 3.8608 0.6114 1.2367  0.226
H 3.7004 0.4210 -0.5126  -0.026
H 3.8534 -3.4476 2.2217  0.385
H 4.0224 -3.9700 4.6208  0.437
H 2.6730 -2.7076 6.2574  0.445
H 1.1359 -0.9331 5.4842  0.564
H -0.4267 2.8171 3.3969  0.685
H 0.7652 4.8719 4.0026  0.483
H 3.2156 4.8545 4.2705  0.447
H 4.4638 2.7370 4.0293  0.458
H 3.2750 0.6609 3.4781  0.400
H -1.0400 -2.2117 3.0656  0.654
H -2.8291 -2.9460 4.5850  0.478
H -3.6026 -1.4505 6.3930  0.414
H -2.6404 0.8013 6.6214  0.451
H -0.8961 1.5714 5.0828  0.507
H 4.6343 -3.1932 0.0412  0.444
H 4.8467 -5.1116 -1.4878  0.443
H 2.9401 -5.7824 -2.9060  0.470
H 0.8442 -4.4760 -2.8417  0.561
H -2.1708 -3.2340 -3.0965  0.488
H -3.5981 -5.1894 -2.6882  0.461
H -3.2945 -6.5396 -0.6495  0.408
H -1.7229 -5.7896 1.1026  0.493
H -0.3662 -3.7455 0.7543  0.147
H 2.0347 -2.1988 -3.6236  0.244
H 1.8346 -1.6695 -6.0018  0.461
H -0.2804 -0.7900 -6.9129  0.462
H -2.2075 -0.4197 -5.4048  0.506
H -2.0167 -0.9521 -3.0147  0.569
S -0.6695 2.5271 0.7940  -0.279
C 0.7614 3.4058 0.6789  0.803
N 1.9353 2.7414 0.4060  1.999
C 3.1003 3.4178 0.4207  -0.202
C 3.1143 4.7557 0.7092  -0.909
C 1.8658 5.3856 0.8610  -0.465
N 0.7350 4.7192 0.8472  -0.646
H 1.8398 1.8017 -0.0773  -1.326
H 3.9929 2.8595 0.1845  0.498
H 4.0354 5.3065 0.7669  0.487
H 1.7767 6.4565 0.9766  0.466

Summary:
Total charge: +1
Multiplicity: 2
HOMO level (alpha / beta): -9.3789 / -9.2280 eV
Molar mass: 1125.12 g mol⁻¹
Relative energy (zero: lowest compared OMol25 entry of this formula, charge and spin): 2.351 eV



2.
C3H3N3O2 in the gas phase. Source: OMol25; level of theory: ωB97M-V/def2-TZVPD.

Last column: Mulliken charge in e.
Cartesian coordinates (Å):
H -1.2804 2.0639 -0.3029  0.216
N -0.6200 1.4383 -0.0111  -0.533
C -0.9022 0.1855 -0.0383  0.615
C -2.1533 -0.5501 -0.0059  0.119
N -3.0888 -1.2126 0.0380  -0.282
N 0.4424 -0.8177 -0.0626  -0.250
C 1.7507 -0.3827 0.0305  0.517
O 2.6635 -1.1641 -0.0799  -0.566
O 1.9505 0.9209 0.1325  -0.543
H 0.2982 -1.8264 0.1089  0.247
H 0.9395 1.3450 0.1908  0.460

Summary:
SMILES: [H]/N=C(\C#N)NC(=O)O
Total charge: 0
Multiplicity: 1
HOMO level: -10.6371 eV
Molar mass: 113.08 g mol⁻¹
Relative energy (zero: lowest compared OMol25 entry of this formula, charge and spin): 2.687 eV



3.
C3H2CdO3 as an isolated structure. Source: OMol25; level of theory: ωB97M-V/def2-TZVPD.

Last column: Mulliken charge in e.
Cartesian coordinates (Å):
O 0.0187 2.0940 -0.3261  -0.246
C -0.8593 1.4444 0.1046  0.939
O -2.0499 1.4265 0.4204  -0.567
O -0.5429 -0.3180 0.5459  -0.612
C 0.6418 -0.8911 0.4916  0.200
C 1.5062 -1.0607 -0.4960  -0.449
H 2.4544 -1.5713 -0.3283  0.270
H 1.2601 -0.7273 -1.5127  0.240
Cd -2.4293 -0.3965 1.1005  1.224

Summary:
Total charge: +1
Multiplicity: 2
HOMO level (alpha / beta): -12.7756 / -13.4011 eV
Molar mass: 198.46 g mol⁻¹
Relative energy (zero: lowest compared OMol25 entry of this formula, charge and spin): 3.758 eV



4.
C35H32N11STi as an isolated structure. Source: OMol25; level of theory: ωB97M-V/def2-TZVPD.

Last column: Mulliken charge in e.
Cartesian coordinates (Å):
Ti -0.1797 0.3410 0.1807  -2.617
C 0.8069 5.3849 2.4071  -0.531
C -0.2805 5.4330 1.5397  -0.852
C -0.8947 4.2648 1.1179  0.014
C -0.4357 3.0243 1.5630  -0.287
C 0.6555 2.9823 2.4222  0.113
C 1.2732 4.1557 2.8427  -0.901
N -1.0535 1.8194 1.1311  1.180
C -2.4643 1.7081 1.1487  0.240
C -3.3406 2.4204 1.9604  -0.637
C -4.7093 2.2028 1.8623  -0.772
C -5.2190 1.2800 0.9560  -0.656
C -4.3559 0.5400 0.1591  -0.680
C -2.9906 0.7436 0.2724  0.323
N -1.9870 0.0747 -0.4519  1.440
N -2.3640 -0.7940 -1.4398  -1.541
C -1.2820 -1.2140 -2.0523  0.289
C -1.3978 -1.9866 -3.2556  -0.953
C -0.2876 -2.3126 -3.9511  -0.369
C 0.9955 -1.9042 -3.4692  -1.148
C 1.0642 -1.2077 -2.3123  -0.514
N -0.0352 -0.8478 -1.5690  1.417
H 1.2787 6.2984 2.7451  0.419
H -0.6549 6.3884 1.1937  0.409
H -1.7422 4.3019 0.4429  0.523
H 1.0036 2.0244 2.7854  0.266
H 2.1089 4.1045 3.5295  0.442
H -2.9508 3.1339 2.6769  0.521
H -5.3837 2.7603 2.5001  0.429
H -6.2888 1.1325 0.8791  0.413
H -4.7145 -0.1909 -0.5530  0.495
H -2.3919 -2.2498 -3.5903  0.592
H -0.3669 -2.8679 -4.8780  0.405
H 1.9036 -2.1526 -4.0004  0.481
H 2.0270 -0.9177 -1.9173  0.399
N 1.3551 3.0492 -2.9334  0.111
C 0.5300 2.5166 -2.0466  -0.683
N 0.9119 1.7459 -1.0702  0.583
C 2.2730 1.4738 -0.9180  -0.011
N 2.7306 0.7625 0.0701  -1.516
N 1.7166 0.2064 0.8371  1.605
C 1.9625 -0.4660 1.8831  -0.877
C 0.7767 -1.0875 2.5276  1.349
C 0.8304 -1.7475 3.7281  -1.218
C -0.3449 -2.2909 4.2481  -0.545
C -1.5138 -2.1689 3.5293  -1.274
C -1.4883 -1.4827 2.3207  -0.279
N -0.3719 -0.9484 1.8374  1.746
C 3.2156 1.9252 -1.9325  0.849
C 4.5584 1.5372 -1.9595  -0.327
C 5.3759 1.9770 -2.9755  -0.883
C 4.8675 2.8117 -3.9771  -0.397
C 3.5440 3.1917 -3.9747  -0.963
C 2.7199 2.7335 -2.9520  -0.052
H 0.9758 3.6270 -3.6678  0.308
H -0.5245 2.7431 -2.1474  0.631
H 2.9720 -0.5731 2.2686  0.309
H 1.7745 -1.8252 4.2518  0.552
H -0.3384 -2.7937 5.2062  0.449
H -2.4428 -2.5899 3.8883  0.550
H -2.3827 -1.3444 1.7271  0.526
H 4.9264 0.8880 -1.1772  0.512
H 6.4125 1.6714 -3.0048  0.436
H 5.5168 3.1633 -4.7682  0.422
H 3.1465 3.8245 -4.7594  0.421
S 2.2503 -3.0170 0.1612  -0.440
C 0.8025 -3.9043 0.1753  0.301
N 0.1153 -4.1185 -0.9510  -0.075
C -1.1450 -4.8509 -1.0250  -0.759
C -1.8885 -4.6576 0.2804  -0.136
C -0.9928 -5.1091 1.4169  -0.801
N 0.2801 -4.3950 1.3181  -0.061
H 0.5625 -3.8025 -1.7984  0.157
H -0.9556 -5.9130 -1.2050  0.398
H -1.7191 -4.4592 -1.8614  0.365
H -2.8228 -5.2166 0.2794  0.435
H -2.1185 -3.5951 0.3948  -0.140
H -0.8284 -6.1882 1.3666  0.392
H -1.4391 -4.8808 2.3843  0.402
H 0.8671 -4.2957 2.1287  0.278

Summary:
Total charge: +1
Multiplicity: 1
HOMO level (alpha / beta): -9.0084 / -9.0452 eV
Molar mass: 686.65 g mol⁻¹
Relative energy (zero: lowest compared OMol25 entry of this formula, charge and spin): 0.563 eV